Entry 1:
{"formula": "C5H38N2O13", "method": "ωB97M-V/def2-TZVPD", "elements": ["C", "C", "C", "C", "C", "N", "N", "H", "H", "H", "H", "H", "H", "H", "H", "H", "H", "H", "H", "H", "H", "O", "H", "H", "O", "H", "H", "O", "H", "H", "O", "H", "H", "O", "H", "H", "O", "H", "H", "O", "H", "H", "O", "H", "H", "O", "H", "H", "O", "H", "H", "O", "H", "H", "O", "H", "H", "O"], "xyz": [[0.9605, 2.4776, -1.4134], [-0.5782, 2.2637, -1.1321], [-1.1575, 0.8505, -0.9343], [-0.3620, -0.2831, -0.2122], [-1.6441, -2.1579, 0.5999], [-1.4532, -0.8808, 0.4593], [-1.4319, 2.8450, -2.1840], [1.0883, 1.6382, -2.0315], [1.5951, 2.6735, -0.5071], [0.9805, 3.3089, -2.1879], [-0.7086, 2.7010, -0.0304], [-2.0635, 0.9390, -0.1643], [-1.5680, 0.3044, -1.7980], [0.2270, -0.9047, -0.8263], [0.3066, 0.1185, 0.6042], [-1.0132, -2.9472, 0.1369], [-2.4655, -2.4361, 1.1772], [-2.3890, 2.9402, -1.9096], [-1.1778, 3.6954, -2.5118], [-4.5888, 0.4003, 1.6645], [-3.5078, 0.1481, 0.5935], [-4.3495, 0.4030, 0.7788], [3.4813, -1.5574, 0.0392], [4.3566, -0.8913, 0.9254], [3.4913, -0.7428, 0.5365], [3.0090, -1.9660, 2.3454], [2.3218, -3.1372, 3.0811], [2.9916, -2.4415, 3.1641], [3.7701, 1.5811, -1.1207], [3.5105, 0.8122, 0.1415], [3.7580, 1.6316, -0.1885], [1.0868, -2.9887, -3.0465], [0.7803, -1.5711, -2.5457], [1.3806, -2.3226, -2.4029], [-3.9537, -0.5650, 3.2533], [-2.7244, -0.0010, 2.7206], [-3.5507, 0.2387, 2.9906], [1.8611, 2.5949, 1.6639], [0.3547, 2.8909, 1.5291], [0.9964, 2.6710, 2.1647], [-0.3404, -0.4794, -4.8370], [1.1233, 0.0200, -4.9118], [0.6169, -0.6872, -4.4989], [1.4968, -0.2389, 2.4289], [0.6982, 1.0341, 2.8737], [0.7092, 0.0536, 2.9316], [0.4051, -2.5616, 2.2709], [0.3748, -3.8612, 3.1467], [0.6307, -3.4954, 2.1934], [1.7712, -3.8093, 0.1349], [2.1252, -3.0547, -1.0105], [2.6522, -3.6335, -0.3569], [-1.5672, 2.0325, 2.2036], [-2.4970, 3.2277, 1.9606], [-1.5485, 2.9632, 2.0235], [-2.3747, 0.7566, -3.5822], [-3.3818, -0.3194, -2.9621], [-2.5146, -0.2803, -3.4310]], "atomic_forces_ev_per_a": [[-2.4615, 1.4738, -0.8817], [-0.2084, 0.8695, 2.7302], [-0.6128, -0.6781, 1.5865], [-0.2322, 2.7521, 1.2998], [2.0973, 2.4413, -1.8399], [-0.9135, -4.0488, 2.2298], [-0.2943, -2.8841, 0.9523], [1.7383, -1.4945, -0.4577], [-0.6138, -0.5957, -1.3976], [0.4019, -0.4746, 1.2973], [-0.2551, -0.2181, -2.5125], [1.8463, 0.4874, -2.0784], [0.3437, 1.0329, 0.0869], [0.5403, -0.9037, -0.8335], [-0.6046, -0.2094, -0.8129], [-0.2993, 0.5101, 0.2417], [-1.3675, -0.6774, 0.8302], [-0.5350, -0.2675, 0.4299], [1.3961, 3.2141, -0.9794], [0.2621, 0.0086, 1.9548], [3.6847, -1.3511, -0.0017], [-4.6180, 1.5568, -3.9476], [-0.9586, -0.9048, -0.8168], [0.4641, 0.6415, 0.5804], [0.3182, -1.0429, 0.8016], [-0.1476, 0.1395, -0.8517], [0.3867, 0.4334, -0.4505], [0.2432, -0.4016, 1.2218], [-0.0325, -0.1721, -1.4351], [-0.6973, -2.5494, 0.5619], [0.8768, 3.7614, 0.5946], [0.2247, 0.3658, 0.2060], [0.3752, -0.2247, -0.3160], [-0.5183, -0.1701, -0.1007], [-0.6038, -1.2234, 0.7027], [3.7787, -1.0035, -1.3394], [-2.4438, 1.8422, 2.6059], [-1.3689, 0.1479, 0.8596], [-1.4843, 0.6887, -1.2245], [3.3744, -0.6136, 0.4503], [2.4868, -0.7312, 1.0995], [0.2177, -0.0241, 0.0623], [-2.9193, 0.8212, -1.1302], [-0.5078, 0.4499, 0.5719], [0.3152, -0.4075, -0.1710], [0.2472, -0.3248, -0.2599], [-0.0642, 0.3239, 0.0560], [0.6749, 1.0773, -3.1056], [-1.0444, -1.4761, 3.0978], [2.4037, -0.2804, -0.0894], [1.6480, -0.7720, 0.1610], [-3.8847, 1.1635, 0.0664], [-0.1121, -0.8250, 0.2501], [1.0785, -0.3773, 0.0506], [-1.4631, 1.1565, -0.1555], [-0.4349, -3.1717, 0.6324], [0.8869, 0.0424, -0.5372], [-0.6102, 3.0978, -0.5459]], "nbo_charge": [-0.644, -0.052, -0.433, -0.275, -0.061, -0.444, -0.858, 0.209, 0.241, 0.206, 0.168, 0.209, 0.241, 0.173, 0.223, 0.162, 0.170, 0.364, 0.356, 0.484, 0.468, -0.975, 0.510, 0.487, -0.963, 0.465, 0.481, -0.963, 0.464, 0.479, -0.969, 0.492, 0.505, -0.968, 0.471, 0.477, -0.927, 0.487, 0.488, -0.953, 0.490, 0.477, -0.963, 0.469, 0.505, -0.992, 0.492, 0.488, -0.965, 0.474, 0.490, -0.988, 0.476, 0.491, -0.950, 0.493, 0.486, -0.969], "de_lowest_ev": 6.582, "lumo_energy_ev": 0.133, "energy_ha": -1300.771332, "homo_ev": -9.37, "mol_weight_g_mol": 334.360}


Entry 2:
{"formula": "C10H22BFINOSi", "method": "ωB97M-V/def2-TZVPD", "elements": ["C", "C", "B", "O", "Si", "C", "C", "F", "C", "C", "C", "I", "C", "C", "C", "N", "H", "H", "H", "H", "H", "H", "H", "H", "H", "H", "H", "H", "H", "H", "H", "H", "H", "H", "H", "H", "H", "H"], "xyz": [[0.0510, -3.4700, -1.7714], [0.1241, -1.9352, -1.6583], [-0.3318, -1.4001, -0.2459], [-1.2392, -2.1681, 0.4781], [0.2818, 0.3164, 0.6158], [0.7015, -0.0069, 2.4447], [1.7639, -1.0585, 2.6877], [2.6380, -1.1720, 1.6014], [1.7441, 1.1477, -0.2404], [1.6528, 1.1905, -1.7890], [1.8019, 2.6045, -2.3750], [-0.0833, 3.4304, -3.0063], [-1.1031, 1.6283, 0.5751], [-2.5229, 1.1283, 0.6843], [-2.9404, 0.2829, 1.8559], [-3.4279, 1.4154, -0.1647], [-0.9859, -3.7997, -1.7746], [0.5192, -3.8226, -2.6861], [0.5238, -3.9357, -0.9092], [1.1111, -1.5723, -1.9390], [-0.5708, -1.5184, -2.4010], [-2.0669, -2.2713, 0.0039], [-0.2016, -0.3407, 2.9552], [0.9645, 0.9509, 2.8985], [1.3321, -2.0431, 2.8524], [2.3700, -0.8143, 3.5594], [2.6930, 0.7148, 0.0592], [1.7572, 2.1794, 0.1251], [0.7194, 0.7708, -2.1519], [2.4860, 0.6128, -2.1863], [2.4011, 2.5915, -3.2772], [2.2282, 3.3055, -1.6685], [-0.9136, 2.3766, 1.3490], [-1.0083, 2.1227, -0.3924], [-2.1455, -0.3365, 2.2533], [-3.2949, 0.9303, 2.6596], [-3.7769, -0.3398, 1.5547], [-3.0584, 2.0196, -0.8972]], "atomic_forces_ev_per_a": [[-0.0842, 0.3295, 0.1459], [-0.3421, -0.2954, -0.0164], [0.0608, -0.4953, -0.2959], [0.0241, 0.9520, 0.2547], [0.3407, 0.1052, 0.4705], [-0.0547, -0.0172, -0.1180], [-0.0553, 0.1416, 0.3678], [0.1165, -0.0445, -0.1308], [-0.2765, 0.2936, -0.2775], [0.2738, 0.5768, 0.3717], [-0.1604, -0.3610, -0.1289], [0.1171, 0.0881, 0.0835], [-0.1641, -0.4504, -0.0872], [-0.1579, 0.2400, -0.2342], [-0.0647, 0.1409, 0.0980], [0.0469, -0.2419, -0.0055], [-0.0589, -0.0917, -0.0257], [0.0663, -0.0943, -0.0417], [0.1383, -0.1481, -0.0525], [0.0849, 0.0911, 0.0198], [0.0658, 0.2222, -0.0760], [-0.1466, -0.6567, -0.1833], [-0.1139, 0.0485, 0.0001], [0.1434, 0.0448, 0.0010], [-0.0990, -0.0984, -0.1527], [0.1355, -0.0178, -0.0081], [0.0229, -0.1336, 0.1156], [0.0073, 0.0369, 0.1329], [0.0177, -0.2563, -0.1319], [-0.1469, -0.2594, -0.1461], [0.0068, 0.1072, -0.0974], [0.0020, 0.1089, 0.0356], [0.1101, -0.0196, 0.1154], [0.0424, 0.2118, -0.0022], [0.0855, -0.1004, -0.0445], [0.0413, 0.0748, 0.0596], [-0.0669, -0.0676, 0.0164], [0.0421, 0.0358, -0.0321]], "nbo_charge": [-0.592, -0.816, 0.665, -0.936, 1.305, -0.883, 0.057, -0.383, -0.865, -0.434, -0.477, 0.040, -0.919, 0.328, -0.679, -0.645, 0.197, 0.208, 0.205, 0.229, 0.241, 0.504, 0.244, 0.230, 0.168, 0.166, 0.253, 0.222, 0.210, 0.219, 0.221, 0.218, 0.250, 0.242, 0.215, 0.230, 0.235, 0.328], "smiles": "[H]/N=C(/C)C[Si@](CCF)(CCCI)B(O)CC", "lumo_energy_ev": 0.465, "energy_ha": -1236.158243, "homo_ev": -9.19, "mol_weight_g_mol": 357.092}


Entry 3:
{"formula": "C4H9NO", "method": "ωB97M-V/def2-TZVPD", "elements": ["C", "N", "C", "C", "C", "O", "H", "H", "H", "H", "H", "H", "H", "H", "H"], "xyz": [[-1.3613, 0.4969, 1.2446], [-0.4393, -0.1214, 0.1919], [-0.9437, 0.0791, -1.1440], [0.9041, -0.0611, 0.5336], [1.9166, -0.7099, -0.2138], [1.1993, -1.1032, -1.6240], [-2.2816, -0.1289, 1.3130], [-0.8777, 0.5660, 2.2450], [-1.6852, 1.4966, 0.9322], [-0.8618, 1.1379, -1.4413], [-2.0088, -0.1959, -1.1704], [0.2330, -0.6127, -1.4177], [1.1906, 0.9661, 0.9335], [2.7598, -0.0839, -0.4641], [2.2560, -1.7256, 0.0816]], "atomic_forces_ev_per_a": [[0.1208, -0.8456, 0.0148], [-0.0648, 3.2566, 2.9633], [-0.7856, -0.2625, 1.1149], [-2.5591, 2.6429, -0.9832], [-1.0114, -2.1329, -4.8437], [1.3791, 0.6037, 3.2606], [0.7701, 0.2849, -0.0138], [-0.1604, -0.3048, -0.6859], [0.2833, -0.2162, -0.1161], [0.6848, -0.5179, 0.0771], [0.5393, -0.2903, -0.0402], [1.2384, -1.2866, -2.5185], [-0.4411, -1.8272, 1.1548], [0.3605, 0.2189, 0.3876], [-0.3538, 0.6771, 0.2283]], "nbo_charge": [-0.427, -0.271, -0.558, 0.117, -0.237, -0.736, 0.225, 0.205, 0.205, 0.200, 0.188, 0.402, 0.211, 0.211, 0.265], "de_lowest_ev": 7.091, "lumo_energy_ev": -1.265, "energy_ha": -287.571847, "homo_ev": -7.48, "mol_weight_g_mol": 87.122}